[1]
DFT (wB97M-V/def2-TZVPD) results for a molecular structure, C17H30ClGaIN4.

Summary:
Frontier orbital gap ... 7.380 eV
Multiplicity ... 1
Charge ... +1
HOMO level ... -10.031 eV
Maximum force ... 0.005 hartree/bohr

Each line ends with the Löwdin charge.
Cartesian coordinates (Å):
Ga 0.35921 0.13274 0.43106  0.543
C 2.08700 -1.76344 2.63146  -0.196
C 2.90272 -1.55288 1.37279  -0.174
N 2.25992 -0.70228 0.29428  -0.046
C 2.36720 -1.40863 -1.01846  -0.196
C 1.71281 -0.59970 -2.11984  -0.137
N 0.44648 0.01960 -1.65753  -0.074
C -0.80356 -0.46347 -2.31440  -0.148
C -1.29831 -1.75830 -1.70500  -0.193
C -2.12332 -1.58343 -0.44449  -0.166
N -1.48035 -0.76679 0.65423  -0.044
C -1.50686 -1.49083 1.95684  -0.197
C -0.90372 -0.62406 3.04510  -0.141
N 0.36705 0.01462 2.60871  -0.089
C 1.60139 -0.48297 3.27288  -0.166
H 2.71561 -2.31482 3.33191  0.135
H 1.24713 -2.42413 2.39712  0.008
H 3.09614 -2.52917 0.93196  0.092
H 3.86096 -1.08821 1.61193  0.134
H 2.82031 0.14653 0.22003  0.137
H 1.89332 -2.38052 -0.88251  -0.016
H 3.41778 -1.57282 -1.26223  0.142
H 1.53263 -1.24520 -2.97907  0.139
H 2.36787 0.21078 -2.44364  0.120
H 0.51536 1.00605 -1.89177  0.048
H -0.61216 -0.58541 -3.38202  0.132
H -1.53756 0.34051 -2.20530  0.120
H -0.46435 -2.43561 -1.49863  0.003
H -1.93479 -2.27334 -2.42640  0.135
H -2.34129 -2.56853 -0.03506  0.101
H -3.06856 -1.09382 -0.68652  0.133
H -2.05427 0.06813 0.76472  0.116
H -0.95688 -2.42052 1.81105  -0.022
H -2.53472 -1.74263 2.22383  0.142
H -0.74122 -1.23205 3.93554  0.138
H -1.59603 0.17515 3.31912  0.132
H 0.29744 0.99600 2.85177  0.106
H 1.41250 -0.61810 4.33940  0.128
H 2.34667 0.31150 3.17561  0.132
Cl 1.69909 3.22407 -1.67817  0.734
C -0.05592 3.18399 -1.70740  -0.606
C -0.69147 3.64600 -2.84944  -0.088
C -2.07552 3.61361 -2.91782  -0.065
C -2.80226 3.12961 -1.83937  -0.067
C -2.14417 2.67293 -0.70791  -0.058
C -0.74980 2.67379 -0.60923  -0.343
C -0.06937 2.09824 0.58828  -0.170
H -0.10288 4.02926 -3.67190  0.113
H -2.57850 3.97554 -3.80443  0.115
H -3.88386 3.12309 -1.87303  0.114
H -2.72521 2.32533 0.14158  0.114
H -0.74620 2.16612 1.44420  0.067
H 0.82487 2.67464 0.83762  0.058
I 0.43168 -4.23619 0.41858  0.068

***

[2]
DFT (wB97M-V/def2-TZVPD) results for a molecular structure, C17H30ClN4O5PRuTe.

Summary:
<S²> ... 6.04
Frontier orbital gap (spin up / spin down) ... 7.392 / 4.982 eV
Multiplicity ... 5
Charge ... +2
HOMO level (spin up / spin down) ... -13.113 / -13.792 eV
Maximum force ... 0.053 hartree/bohr

Each line ends with the Löwdin charge.
Cartesian coordinates (Å):
Ru 11.39626 11.52570 6.49834  1.061
N 13.43800 11.33498 6.93052  -0.060
C 13.69261 12.29528 8.03255  -0.277
C 14.96971 11.81327 8.70857  -0.148
C 15.58755 12.54146 9.89904  -0.164
C 15.92109 14.04171 9.94762  -0.155
N 14.74872 14.82220 10.30434  0.086
C 14.69164 16.12962 10.54841  -0.430
N 15.77719 16.92133 10.53326  0.210
N 13.51158 16.67621 10.82456  0.199
C 12.45368 12.50159 8.93145  -0.504
O 12.55308 13.09872 9.99845  0.057
O 11.28533 12.11550 8.40568  -0.189
H 13.58153 10.36391 7.25668  0.126
H 14.02867 11.44762 6.10123  0.110
H 13.86279 13.30520 7.58406  0.159
H 15.78471 11.72964 7.94243  0.141
H 14.79566 10.78560 9.05616  0.135
H 16.52906 12.01415 10.04887  0.125
H 14.97666 12.32616 10.77336  0.121
H 16.31546 14.39166 8.98380  0.130
H 16.70937 14.18482 10.69756  0.134
H 13.86463 14.29846 10.26449  0.102
H 16.65129 16.57518 10.12669  0.132
H 15.66314 17.93346 10.60344  0.141
H 12.68013 16.09549 10.93492  0.140
H 13.41157 17.67452 11.01872  0.143
C 6.31876 10.50995 5.05086  -0.060
C 7.62779 9.89716 4.68623  -0.231
O 8.56628 9.98516 5.86035  -0.276
P 10.10147 9.48573 5.71759  0.144
O 10.83392 9.53635 7.07036  -0.410
Te 11.44866 10.62031 4.01680  0.697
O 9.89127 7.99489 5.22328  -0.292
C 10.72760 6.85608 4.92634  -0.238
C 11.91466 6.74966 5.83270  -0.082
H 5.57218 10.33162 4.28423  0.093
H 6.40099 11.59361 5.18724  0.056
H 5.93847 10.07224 5.98736  0.102
H 8.16279 10.37742 3.84765  0.097
H 7.52125 8.82737 4.44048  0.124
H 10.94417 6.92042 3.84380  0.129
H 10.02611 6.01963 5.06628  0.135
H 12.64281 7.56872 5.66857  0.070
H 12.43644 5.80642 5.64511  0.094
H 11.62462 6.79628 6.88329  0.085
Cl 5.53452 14.67252 6.24029  0.824
C 7.20549 14.29741 6.13284  -0.612
C 7.83035 14.21083 4.87905  -0.058
C 9.18416 14.00776 4.81853  0.001
C 9.95295 13.85923 6.00942  -0.270
C 11.34741 13.54047 5.87360  -0.229
C 9.30372 14.04234 7.27496  0.009
C 7.94401 14.20351 7.32613  -0.047
H 7.23116 14.25871 3.99214  0.123
H 9.71005 13.96478 3.86681  0.129
H 12.03569 14.13790 6.50612  0.091
H 11.64356 13.54247 4.80165  0.038
H 9.89232 14.01425 8.17796  0.114
H 7.43060 14.27912 8.27360  0.126

***

[3]
DFT (wB97M-V/def2-TZVPD) results for 3 unconnected molecules or ions with the total composition C17H30FN3O11P2.

Summary:
Frontier orbital gap ... 9.066 eV
Multiplicity ... 1
Charge ... 0
HOMO level ... -10.406 eV
Maximum force ... 0.245 hartree/bohr

Each line ends with the Löwdin charge.
Cartesian coordinates (Å):
C 4.17102 3.03891 3.89516  -0.097
C 3.28448 3.71935 2.65495  -0.223
O 2.17479 4.57467 3.14614  -0.108
C 1.26056 4.94998 2.05691  -0.246
O 1.70312 4.74967 0.78510  -0.063
C -0.21920 5.63707 2.20547  -0.085
C -1.20910 4.89487 3.30608  -0.188
C -1.77650 3.43417 2.82428  -0.122
C -0.72229 2.18921 2.98086  -0.245
F 0.13289 1.96820 1.76569  -0.037
C 0.23308 2.28204 4.34030  -0.030
N 0.92651 2.45263 5.42863  0.147
C -1.65864 0.82348 3.21726  -0.200
C -2.86719 0.67328 2.10804  -0.073
N -4.04165 0.70392 1.51235  0.135
O -0.86427 -0.41767 3.19432  -0.067
C -0.87154 -1.05090 1.85741  -0.121
N -0.55963 -1.47987 0.65309  0.167
H 3.45857 2.50982 4.66196  0.054
H 4.93122 3.78729 4.38040  0.080
H 4.79091 2.16436 3.36947  0.094
H 2.89912 2.78390 2.02173  0.132
H 4.03837 4.29887 1.95770  0.136
H -0.78667 5.57598 1.16828  0.138
H -0.07270 6.77559 2.48223  0.138
H -2.16367 5.60715 3.39344  0.128
H -0.74446 4.89257 4.40555  0.130
H -2.74377 3.14213 3.45977  0.144
H -2.09366 3.47796 1.67504  0.155
H -2.07772 0.94249 4.32782  0.193
C -2.22698 -4.32061 -0.94387  -0.118
O -2.54621 -4.61408 -2.28800  -0.226
P -4.05082 -5.05713 -2.66117  0.430
O -4.27900 -5.33409 -4.11109  -0.243
O -4.96788 -3.89192 -2.03335  -0.224
C -4.71078 -2.56221 -2.43203  -0.110
O -4.32754 -6.30157 -1.67478  -0.228
C -3.72964 -7.53716 -2.00657  -0.113
H -1.83379 -3.30132 -0.89226  0.062
H -3.09623 -4.39604 -0.28404  0.089
H -1.45806 -5.01609 -0.60272  0.094
H -4.13318 -2.51713 -3.35958  0.093
H -4.15312 -2.06321 -1.63459  0.086
H -5.66024 -2.04077 -2.57362  0.094
H -3.51739 -8.07904 -1.08171  0.091
H -2.79230 -7.39478 -2.55235  0.090
H -4.42487 -8.12501 -2.61098  0.093
C 2.14867 -0.36185 -4.57456  -0.115
O 2.35078 -1.14515 -3.41685  -0.226
P 3.40871 -0.64953 -2.30575  0.431
O 3.53600 -1.54837 -1.11961  -0.244
O 2.95127 0.85890 -1.97669  -0.222
C 1.62217 1.06739 -1.54868  -0.104
O 4.76413 -0.43647 -3.15168  -0.228
C 5.48316 -1.59280 -3.52603  -0.113
H 1.08884 -0.09944 -4.63871  0.091
H 2.73882 0.55914 -4.56171  0.090
H 2.42320 -0.94987 -5.45215  0.092
H 1.15946 0.14545 -1.18548  0.075
H 1.04335 1.45416 -2.39205  0.090
H 1.61586 1.81225 -0.74958  0.082
H 5.98682 -1.39563 -4.47550  0.091
H 4.81972 -2.45327 -3.65329  0.090
H 6.23504 -1.81392 -2.76444  0.093

***

[4]
DFT (wB97M-V/def2-TZVPD) results for a molecular structure, C17H30FO9V.

Summary:
<S²> ... 3.75
Frontier orbital gap (spin up / spin down) ... 8.656 / 8.934 eV
Multiplicity ... 4
Charge ... +1
HOMO level (spin up / spin down) ... -12.476 / -12.812 eV
Maximum force ... 0.111 hartree/bohr

Each line ends with the Löwdin charge.
Cartesian coordinates (Å):
V 2.57871 0.77251 -1.03279  1.155
F 0.68841 0.63646 -0.30255  -0.509
C -1.00322 3.64963 3.74599  -0.007
C -1.95755 3.16117 2.61025  -0.264
C -1.62780 1.78638 1.99590  -0.109
O -2.59320 0.98455 2.62927  0.047
C -3.61799 1.70082 3.04050  -0.627
O -4.63141 1.27017 3.50961  0.168
O -3.32089 2.96827 2.98910  0.126
H 0.01571 3.82868 3.40274  0.076
H -0.78790 2.88243 4.48972  0.085
H -1.35174 4.56371 4.22672  0.087
H -1.85382 3.86841 1.78736  0.138
H -0.61580 1.38151 2.00240  0.127
H -1.97348 1.62097 0.97549  0.118
C -2.94252 -0.87477 -0.32573  0.007
C -1.88662 -1.58793 0.57321  -0.292
C -2.39368 -2.60882 1.60225  -0.071
O -1.33750 -3.52727 1.54435  0.088
C -0.62954 -3.33241 0.42072  -0.595
O 0.40441 -3.96231 0.20112  0.105
O -1.11051 -2.39201 -0.26686  0.121
H -3.46970 -0.20696 0.35560  0.076
H -3.63806 -1.57147 -0.79364  0.088
H -2.51576 -0.29767 -1.14605  0.082
H -1.27038 -0.81390 1.03062  0.128
H -3.33901 -3.01866 1.24659  0.141
H -2.51958 -2.18421 2.59822  0.145
C 1.41367 -1.31153 -4.73599  0.016
C 1.43861 -1.59386 -3.22696  -0.370
O 1.66048 -0.68747 -2.43500  -0.051
C 1.19176 -3.03156 -2.65517  0.024
H 2.24818 -1.73149 -5.29753  0.098
H 1.14879 -0.28660 -4.99574  0.085
H 0.57448 -1.98165 -4.92253  0.085
H 1.83111 -3.25488 -1.80108  0.060
H 1.39856 -3.76270 -3.43669  0.086
H 0.12110 -3.12793 -2.47494  0.089
C -0.33626 3.33533 -3.53623  0.015
C 0.64600 3.13860 -2.38474  -0.334
O 1.60422 2.25791 -2.51614  -0.103
C 0.44938 3.83872 -1.06096  -0.007
H -1.35604 3.57729 -3.23688  0.097
H -0.33665 2.42322 -4.13300  0.086
H 0.15275 4.12667 -4.10435  0.104
H -0.34733 3.43904 -0.43357  0.087
H 0.34271 4.91782 -1.17172  0.097
H 1.42489 3.82955 -0.57476  0.080
C 3.16373 -1.44084 2.64738  0.017
C 3.16654 -1.89251 1.15206  -0.369
O 2.99148 -1.03240 0.27465  -0.066
C 3.60845 -3.31497 0.79271  0.009
H 4.07959 -1.82833 3.09362  0.092
H 2.23987 -1.92327 2.96651  0.093
H 2.99894 -0.38017 2.83694  0.082
H 3.32706 -4.00297 1.58995  0.093
H 4.69623 -3.24905 0.77066  0.101
H 3.15789 -3.74719 -0.10076  0.071

***

Number 3 is which compound?
C17H30FN3O11P2